9
Properties=species:S:1:pos:R:3 method="wB97M-V/def2-TZVPD" mol_weight_g_mol=149.018 relative_energy_kcal_mol=49.5 charge=0 orbital_gap_ha="0.327 / 0.292"
C 1.5712 0.2590 -0.2683
C -0.9705 -0.2587 0.5311
N -0.2913 0.3454 -0.6093
O -0.6645 1.3650 -1.1451
F 2.1518 0.5603 -1.3755
F 1.6721 -0.9909 0.0519
F -0.2402 0.0854 1.6106
F -2.1516 0.2358 0.6504
F -1.0772 -1.6012 0.5542

=====

22
Properties=species:S:1:pos:R:3 method="wB97M-V/def2-TZVPD" spin_multiplicity=2 mol_weight_g_mol=116.188 relative_energy_kcal_mol=275.0 charge=+2 orbital_gap_ha="0.240 / 0.238"
C 0.3904 -0.6052 -1.8927
C 1.6270 -0.7049 -0.7828
C 1.9019 0.7178 -0.2356
C 2.0369 0.2195 1.6578
N 1.2060 1.0778 1.0216
C -2.1457 -0.1087 0.6833
N -3.0098 1.0126 1.1954
N -2.1060 -0.8273 -0.5560
H -0.3557 0.1533 -1.5726
H -0.2968 -1.4524 -1.8219
H 0.7744 -0.3747 -2.9341
H 2.4658 -1.2244 -1.3653
H 1.2368 -1.1181 0.1865
H 3.0037 0.8365 -0.0661
H 1.5502 1.5698 -0.8656
H 1.7233 -0.7253 2.0617
H 3.0188 0.5976 2.0339
H -1.2965 0.2730 0.0955
H -3.6492 0.6999 1.8493
H -3.0363 1.9206 0.7220
H -3.0695 -1.0842 -0.9269
H -1.9697 -0.8531 1.5125

=====

73
Properties=species:S:1:pos:R:3 method="wB97M-V/def2-TZVPD" mol_weight_g_mol=729.387 relative_energy_kcal_mol=0.0 charge=+3 orbital_gap_ha=0.227
Sn -0.2081 0.1990 -1.3729
O -3.3074 1.6571 -4.4795
C -2.5256 1.0470 -3.6235
O -1.5410 1.5294 -3.1033
C -2.9557 -0.3550 -3.3113
C -4.0284 -0.9815 -3.9287
C -4.3172 -2.2874 -3.5660
C -3.5300 -2.9096 -2.6061
C -2.4849 -2.1957 -2.0422
N -2.2045 -0.9430 -2.3883
C -1.5380 -2.7247 -1.0041
O -1.7798 -3.8572 -0.3917
O -0.5360 -2.0921 -0.7218
H -2.9842 2.5597 -4.6470
H -4.6110 -0.4583 -4.6734
H -5.1396 -2.8171 -4.0272
H -3.7380 -3.9368 -2.3350
H -2.5793 -4.3020 -0.7065
S 2.4198 1.2005 0.4106
C 3.7441 0.3549 -0.0338
N 5.0088 0.3746 0.6824
N 5.0032 1.0544 1.7180
C 6.0854 1.2100 2.5785
C 7.3026 0.5644 2.3297
C 8.3206 0.7498 3.2365
C 8.1225 1.5603 4.3579
C 6.9098 2.2040 4.5865
C 5.8736 2.0295 3.6927
N 3.9558 -0.3628 -1.1628
N 3.0372 -1.0575 -1.6473
C 3.2169 -1.4941 -2.9531
C 2.2144 -2.3468 -3.4315
C 2.2872 -2.8225 -4.7253
C 3.3654 -2.4575 -5.5249
C 4.3755 -1.6218 -5.0440
C 4.3092 -1.1335 -3.7586
H 4.1158 1.5533 1.9473
H 7.4278 -0.0549 1.4530
H 9.2749 0.2664 3.0830
H 8.9323 1.6912 5.0636
H 6.7810 2.8336 5.4549
H 4.9187 2.5189 3.8434
H 1.4101 -2.6268 -2.7623
H 1.5254 -3.4826 -5.1154
H 3.4296 -2.8345 -6.5372
H 5.2131 -1.3703 -5.6791
H 5.0872 -0.4972 -3.3610
C -4.1048 1.8451 3.9102
N -3.1572 2.0310 2.8112
N -2.9326 1.0753 1.8541
C -1.8647 1.4692 1.1124
O -1.5114 0.7722 0.0719
C -1.3874 2.6651 1.6359
C -2.2220 2.9815 2.7001
C -2.1686 4.1282 3.6437
C -3.8835 0.0571 1.5192
C -3.4435 -1.2566 1.4417
C -4.3654 -2.2498 1.1462
C -5.7021 -1.9299 0.9398
C -6.1201 -0.6082 1.0038
C -5.2074 0.3980 1.2877
H -4.5237 0.8464 3.8492
H -4.9046 2.5794 3.8418
H -3.5783 1.9533 4.8557
H -0.5649 3.2517 1.2674
H -1.4471 4.8617 3.2947
H -1.8702 3.7980 4.6405
H -3.1413 4.6123 3.7297
H -2.4084 -1.4955 1.6494
H -4.0461 -3.2838 1.1164
H -6.4237 -2.7132 0.7498
H -7.1585 -0.3569 0.8374
H -5.5217 1.4336 1.3169